(1)
Computed, not measured: a cluster of 18 separate species, C65H113BF3NO40S4 in total at a distorted geometry, with the ωB97M-V functional and the def2-TZVPD basis.

```
227
Properties=species:S:1:pos:R:3:mulliken_charge:R:1
C 0.3146 -0.7656 2.5443 -1.59
C -0.8316 -0.9906 1.5469 -0.43
N -0.6813 -0.2423 0.2369 0.66
C 0.3064 -1.0018 -0.6656 -1.29
C -2.0894 -0.2413 -0.5176 -0.19
C -2.6350 -1.6402 -0.9213 -1.46
C -0.2883 1.2694 0.4946 -0.87
C -0.1769 2.1855 -0.8180 -1.01
O 0.9435 1.7747 -1.6118 -0.08
C 1.4123 2.8143 -2.4241 -0.87
H 0.3258 0.2816 2.8466 0.32
H 1.3000 -1.0551 2.1790 0.44
H 0.0888 -1.4628 3.3512 0.47
H -1.7986 -0.6718 1.9359 0.46
H -0.8955 -2.0315 1.2299 0.46
H 1.2931 -0.7450 -0.2802 0.47
H 0.1707 -0.6646 -1.6932 0.41
H 0.2078 -2.0847 -0.7412 0.42
H -2.0678 0.3169 -1.4536 0.23
H -2.7831 0.2386 0.1727 0.43
H -2.8015 -2.2371 -0.0246 0.32
H -1.9847 -2.2265 -1.5704 0.37
H -3.5102 -1.5387 -1.5630 0.45
H 0.7263 1.2833 0.8927 0.50
H -0.9841 1.5951 1.2678 0.58
H -0.0423 3.2190 -0.4990 0.58
H -1.0606 2.2353 -1.4542 0.36
H 2.0185 2.3640 -3.2101 0.22
H 1.9016 3.5003 -1.7326 0.29
H 0.6590 3.2431 -3.0850 0.34
O 0.9962 -4.4246 -4.6222 -0.71
C 1.8853 -5.2661 -4.6572 0.70
O 1.9586 -6.3723 -3.9573 -0.35
B 3.1703 -7.1902 -4.3244 0.88
O 3.8035 -6.3835 -5.3783 -0.58
C 3.1419 -5.1674 -5.5840 0.57
O 3.3666 -4.2740 -6.3696 -0.61
O 2.7894 -8.5800 -4.8073 -0.44
C 3.7345 -9.4426 -4.3228 0.50
O 3.8128 -10.6168 -4.5192 -0.56
C 4.6178 -8.6918 -3.3418 0.55
O 4.1095 -7.4227 -3.2252 -0.34
O 5.5526 -9.1649 -2.7149 -0.61
F -4.3000 -0.3438 -5.4746 -0.31
C -5.2122 0.4005 -4.7698 0.38
C -5.0113 1.6652 -4.3475 -0.60
C -6.1368 2.3310 -3.8476 -0.32
C -7.3454 1.7277 -3.7281 -0.39
C -7.5258 0.4165 -4.0508 -0.53
C -6.3856 -0.2852 -4.5406 -0.43
H -4.1107 2.2067 -4.5964 0.54
H -6.0979 3.3525 -3.4990 0.37
H -8.1586 2.2440 -3.2397 0.34
H -8.4392 -0.1230 -3.8483 0.39
H -6.4298 -1.3117 -4.8736 0.56
F -0.1644 -1.2221 10.3210 -0.28
C 0.3867 -0.0685 9.8980 0.28
C 0.1568 1.0809 10.6982 -0.32
C 0.6297 2.3010 10.3196 -0.53
C 1.2297 2.4393 9.1109 -0.37
C 1.4580 1.3236 8.2269 -0.52
C 0.9847 0.0436 8.6222 -0.50
H -0.3119 1.0428 11.6705 0.41
H 0.3648 3.1373 10.9495 0.37
H 1.6791 3.3827 8.8383 0.39
H 2.0683 1.5130 7.3562 0.50
H 1.1661 -0.8320 8.0165 0.58
F -1.9292 -7.7670 8.3280 -0.29
C -0.9508 -6.7978 8.1846 0.53
C -0.4454 -6.5690 6.8556 -0.64
C 0.6507 -5.6698 6.7367 -0.43
C 1.2909 -5.2236 7.8856 -0.60
C 0.7341 -5.4451 9.1182 -0.19
C -0.4220 -6.1444 9.2811 -0.64
H -0.8777 -7.1193 6.0330 0.57
H 0.9788 -5.2855 5.7822 0.46
H 2.0209 -4.4295 7.8311 0.43
H 1.2328 -4.9014 9.9069 0.36
H -0.7753 -6.2600 10.2951 0.43
C 7.3297 7.0540 -4.6057 -0.92
S 5.9144 6.1122 -3.8869 0.57
O 6.3330 5.8473 -2.4405 -0.66
C 4.5722 7.3467 -3.8469 -0.96
H 7.5356 6.8705 -5.6602 0.32
H 8.2531 6.8279 -4.0725 0.35
H 7.2217 8.1304 -4.4720 0.28
H 4.8144 8.3844 -3.6177 0.35
H 3.8710 7.0907 -3.0526 0.33
H 3.9486 7.2274 -4.7329 0.33
C 4.9965 2.6715 -10.4507 -0.92
S 6.2142 2.6603 -9.0585 0.49
O 6.0344 3.9836 -8.3062 -0.60
C 5.4431 1.3317 -8.1095 -0.71
H 5.2677 3.4100 -11.2051 0.32
H 4.0071 3.0362 -10.1745 0.26
H 4.9460 1.6911 -10.9244 0.36
H 5.8941 1.1685 -7.1307 0.29
H 5.3546 0.4551 -8.7513 0.36
H 4.3972 1.5477 -7.8914 0.14
C 6.1614 2.7018 3.8379 -0.92
S 5.4718 2.8018 2.0921 0.46
O 4.6788 1.5110 1.8988 -0.53
C 4.3244 4.2083 2.1055 -0.80
H 6.8842 1.8937 3.9505 0.32
H 5.3641 2.6223 4.5769 0.24
H 6.6283 3.6853 3.8908 0.38
H 3.6869 4.2718 1.2236 0.20
H 4.7922 5.1923 2.0770 0.40
H 3.7449 4.0680 3.0179 0.26
C -6.3812 2.7925 2.2363 -0.93
S -4.9663 3.9906 1.9566 0.57
O -4.4851 3.5381 0.5943 -0.57
C -5.8409 5.5384 1.5560 -0.97
H -5.9728 1.8570 2.6186 0.27
H -6.8672 2.6658 1.2689 0.31
H -7.1741 3.1589 2.8884 0.37
H -5.1428 6.3504 1.3526 0.31
H -6.5435 5.8049 2.3456 0.36
H -6.4288 5.4197 0.6459 0.31
C -4.4282 1.5463 8.3309 -0.64
O -4.6091 0.1903 7.9568 -0.32
C -3.9403 -0.3931 6.9547 0.86
O -3.3559 0.1813 6.0349 -0.62
O -4.0270 -1.6558 7.1337 -0.33
C -3.4157 -2.6031 6.2369 -0.61
H -4.5045 2.2578 7.5086 0.28
H -3.4832 1.8051 8.8085 0.27
H -5.1921 1.8644 9.0403 0.28
H -4.0508 -3.4793 6.3673 0.20
H -2.4348 -2.7585 6.6860 0.34
H -3.3964 -2.3443 5.1782 0.29
C -3.3060 -6.8681 -3.6599 -0.61
O -4.6161 -6.2742 -3.7627 -0.22
C -5.4680 -6.6501 -4.7535 0.67
O -5.3576 -7.6900 -5.4065 -0.57
O -6.3555 -5.6232 -4.9122 -0.24
C -7.1149 -5.5408 -6.1680 -0.69
H -2.6603 -6.3157 -4.3427 0.32
H -3.2929 -7.9311 -3.9006 0.32
H -2.9788 -6.6578 -2.6417 0.17
H -7.8565 -6.3146 -5.9698 0.32
H -6.5539 -5.9538 -7.0064 0.33
H -7.5802 -4.5814 -6.3942 0.22
C 7.7915 -3.9267 -3.6407 -0.63
O 7.6358 -2.5757 -3.3387 -0.35
C 6.4618 -2.1370 -2.9111 0.85
O 5.5358 -2.8149 -2.5318 -0.58
O 6.4541 -0.7845 -2.9316 -0.34
C 5.3092 -0.0470 -2.7024 -0.69
H 8.7734 -4.1465 -3.2215 0.23
H 7.8773 -4.1465 -4.7049 0.26
H 7.0383 -4.5472 -3.1553 0.35
H 4.8522 -0.2089 -1.7261 0.30
H 4.4665 -0.1471 -3.3865 0.29
H 5.5318 1.0194 -2.7395 0.31
C -1.9813 -8.5817 1.6901 -0.61
O -0.8250 -8.5223 0.9515 -0.29
C 0.0173 -7.4571 1.1726 0.80
O -0.2837 -6.3892 1.6505 -0.56
O 1.2161 -7.8528 0.7372 -0.30
C 2.2965 -6.8732 0.9040 -0.57
H -2.4942 -9.4740 1.3312 0.23
H -2.5974 -7.7047 1.4920 0.28
H -1.7858 -8.6236 2.7616 0.25
H 2.3531 -6.6794 1.9751 0.28
H 2.0855 -5.9640 0.3411 0.24
H 3.2324 -7.1861 0.4410 0.25
C 6.5333 -1.9697 7.2779 -0.62
O 6.7355 -2.4413 5.9691 -0.33
C 5.9540 -2.2656 4.9287 0.86
O 4.8407 -1.7444 4.9266 -0.61
O 6.5787 -2.8171 3.8237 -0.32
C 6.0515 -2.4396 2.5143 -0.48
H 7.2269 -1.1526 7.4763 0.25
H 6.9161 -2.7667 7.9153 0.22
H 5.4985 -1.6381 7.3636 0.34
H 6.5078 -1.6073 1.9784 0.27
H 5.0277 -2.0661 2.5362 0.17
H 6.1572 -3.3467 1.9193 0.25
C 0.8708 8.2724 2.2460 -0.57
O 0.7475 7.4501 3.4266 -0.35
C -0.1980 6.5093 3.4688 0.84
O -0.9729 6.2784 2.5913 -0.58
O -0.2112 6.0849 4.6920 -0.32
C -1.1459 5.2052 5.1766 -0.54
H -0.0806 8.7762 2.0752 0.27
H 1.0712 7.6178 1.3978 0.26
H 1.7261 8.9451 2.3089 0.24
H -2.1865 5.5058 5.2987 0.29
H -0.9390 4.6919 6.1157 0.26
H -1.2628 4.4601 4.3898 0.18
C -7.8485 -2.6306 4.2316 -0.57
O -8.1683 -3.5663 3.1401 -0.32
C -7.6042 -3.3520 1.9312 0.80
O -6.9025 -2.3683 1.6262 -0.61
O -7.9127 -4.4107 1.2129 -0.29
C -7.7862 -4.3714 -0.1925 -0.67
H -8.6052 -2.6670 5.0153 0.28
H -7.6401 -1.6030 3.9338 0.27
H -6.9408 -3.0378 4.6769 0.22
H -8.5358 -5.0216 -0.6436 0.27
H -6.7601 -4.4343 -0.5545 0.31
H -8.0734 -3.3551 -0.4622 0.30
C -0.9283 5.6231 -8.7917 -0.65
O -0.0946 4.6532 -8.1757 -0.27
C -0.5331 3.3575 -7.9889 0.69
O -1.6041 2.8943 -8.3808 -0.57
O 0.4307 2.6427 -7.3149 -0.22
C 0.2367 1.2859 -6.9954 -0.57
H -0.9242 5.4521 -9.8682 0.32
H -0.3476 6.5283 -8.6144 0.21
H -1.9488 5.7920 -8.4479 0.30
H -0.0543 0.6504 -7.8318 0.31
H -0.6488 1.1692 -6.3707 0.22
H 1.1250 0.9517 -6.4594 0.22
C -2.2611 7.7855 -2.1851 -0.67
O -1.5724 8.0289 -3.4377 -0.27
C -0.7980 9.0585 -3.6736 0.76
O -0.5446 9.9618 -2.8809 -0.60
O -0.5715 8.9956 -5.0024 -0.24
C -0.0289 10.0881 -5.7111 -0.67
H -1.8911 6.9225 -1.6316 0.26
H -3.3294 7.7107 -2.3880 0.26
H -2.2061 8.6464 -1.5187 0.33
H 0.9723 10.2040 -5.2961 0.30
H -0.4834 11.0683 -5.5666 0.29
H 0.0923 9.9127 -6.7800 0.25
```

Values from the calculation:
E = -204789.6151 eV


(2)
Computed, not measured: a cluster of 10 separate species, C65H132N6O16S in total at a distorted geometry, with the ωB97M-V functional and the def2-TZVPD basis.

```
220
Properties=species:S:1:pos:R:3:mulliken_charge:R:1
C 6.5600 -0.1800 2.6265 -1.64
C 5.6090 1.1766 2.8454 1.29
C 6.6444 2.3283 2.6606 -1.41
C 5.9069 3.6911 2.6188 -0.82
C 4.8402 3.6614 1.4813 -1.53
C 3.7964 2.4739 1.5534 2.61
N 4.6025 1.2361 1.7541 -0.16
O 3.8739 0.0455 1.6599 0.96
C 2.7952 2.8460 2.6228 -2.06
C 3.1431 2.5073 0.1761 -2.29
C 5.0007 1.1849 4.3046 -1.45
H 6.3539 -0.8779 1.8149 0.18
H 6.6234 -0.8868 3.4539 0.42
H 7.6279 0.0001 2.5033 0.41
H 7.2936 2.5346 3.5116 0.38
H 7.2902 2.2720 1.7843 0.45
H 6.5864 4.5081 2.3766 0.50
H 5.3927 3.7624 3.5773 0.31
H 5.5264 3.4250 0.6681 0.37
H 4.4397 4.6208 1.1537 0.46
H 3.2788 3.2918 3.4919 0.31
H 1.9841 3.4614 2.2335 0.56
H 2.2411 1.9635 2.9427 0.28
H 3.8005 2.4493 -0.6914 0.53
H 2.4581 1.6881 -0.0427 0.33
H 2.6645 3.4717 0.0059 0.64
H 4.5758 0.1816 4.3351 0.24
H 4.1345 1.8307 4.4496 0.34
H 5.6218 1.6416 5.0752 0.33
H 4.3461 -0.3484 0.9228 -0.03
C 0.2456 6.7399 -2.1997 -2.01
C -0.2952 5.5090 -2.9976 1.92
C -1.6782 5.8568 -3.6399 -2.01
C -2.2597 4.8421 -4.7258 0.85
C -1.1138 4.7627 -5.7441 -1.79
C 0.2159 4.3390 -5.2120 1.76
N 0.7043 5.1701 -4.1386 0.17
O 1.9309 4.8089 -3.4412 -0.39
C 0.1335 2.7487 -5.0316 -0.26
C 1.2750 4.6504 -6.3470 -1.82
C -0.5956 4.3238 -1.9565 -0.84
H -0.4335 7.2789 -1.5390 0.42
H 0.3944 7.6242 -2.8194 0.49
H 1.1461 6.5455 -1.6171 0.30
H -2.4321 5.7715 -2.8572 0.51
H -1.7194 6.8399 -4.1089 0.45
H -3.2050 5.1962 -5.1368 0.63
H -2.4323 3.8368 -4.3416 -0.81
H -0.8314 5.7062 -6.2112 0.48
H -1.4092 4.1022 -6.5593 0.59
H -0.3380 2.2688 -5.8892 0.38
H 1.0858 2.2205 -4.9837 -0.37
H -0.3700 2.3534 -4.1493 -0.11
H 2.2150 4.2337 -5.9853 0.27
H 1.0624 4.3018 -7.3576 0.35
H 1.4789 5.7193 -6.4103 0.47
H -1.1328 4.6165 -1.0544 0.58
H 0.3851 3.9569 -1.6538 -0.11
H -1.2426 3.6345 -2.4992 -0.29
H 2.5111 5.5254 -3.7088 0.32
C 0.4352 -3.5165 7.2977 -1.75
C -0.8254 -2.5291 7.1683 1.93
C -1.6414 -2.5786 8.5336 -1.30
C -2.6841 -1.5720 8.8444 -0.65
C -2.0413 -0.1663 8.5557 -1.61
C -1.3004 0.0646 7.1804 2.00
N -0.3424 -1.0195 7.0592 -0.29
O 0.5553 -0.9907 5.9653 0.15
C -2.3582 0.0692 6.0361 -1.32
C -0.5446 1.4448 7.1948 -1.94
C -1.6128 -2.8699 5.9324 -1.83
H 1.3552 -3.1376 7.7428 0.40
H 0.7675 -3.8606 6.3183 0.33
H -0.0407 -4.3985 7.7263 0.44
H -2.0424 -3.5659 8.7629 0.41
H -0.9438 -2.3073 9.3259 0.38
H -3.0010 -1.7504 9.8719 0.43
H -3.5250 -1.7651 8.1783 0.33
H -1.2150 0.0697 9.2263 0.51
H -2.6837 0.6764 8.8111 0.37
H -1.9875 -0.3001 5.0799 0.03
H -3.2459 -0.4822 6.3459 0.28
H -2.7156 1.0925 5.9210 0.36
H -1.2197 2.2890 7.3348 0.41
H 0.2232 1.4814 7.9677 0.50
H -0.0604 1.5579 6.2248 0.30
H -1.2985 -2.3860 5.0076 0.16
H -2.6731 -2.6627 6.0772 0.29
H -1.5429 -3.9348 5.7106 0.58
H 1.3862 -1.1091 6.4312 0.19
C -4.4128 0.0204 -2.4266 -1.79
C -4.3495 0.4192 -3.9435 2.07
C -5.1060 -0.8581 -4.7007 -1.07
C -5.5077 -0.5319 -6.1919 -0.82
C -6.2101 0.8145 -6.3968 -1.26
C -5.3730 2.0226 -5.7002 1.56
N -5.0634 1.6625 -4.2968 0.09
O -4.5398 2.7730 -3.6582 -0.33
C -4.1831 2.4325 -6.5997 -1.59
C -6.4645 3.1730 -5.6504 -1.89
C -2.8054 0.4040 -4.4578 -1.36
H -3.6622 -0.6091 -1.9487 -0.14
H -5.3787 -0.3763 -2.1138 0.37
H -4.3427 0.9602 -1.8790 0.42
H -4.4377 -1.7047 -4.8578 0.25
H -6.0580 -1.1664 -4.2687 0.53
H -6.2542 -1.2872 -6.4377 0.48
H -4.6697 -0.5846 -6.8869 0.29
H -7.1933 0.7512 -5.9306 0.44
H -6.2384 1.0167 -7.4675 0.45
H -3.2753 2.7950 -6.1175 -0.10
H -3.9140 1.7825 -7.4323 0.40
H -4.4443 3.3211 -7.1746 0.51
H -6.8194 3.5167 -6.6220 0.48
H -7.3319 2.9484 -5.0298 0.44
H -6.2075 4.1729 -5.3009 0.36
H -2.2347 1.2982 -4.2072 -0.12
H -2.6385 0.1603 -5.5071 0.29
H -2.1583 -0.2978 -3.9317 0.56
H -5.1847 2.8446 -2.9507 0.34
C -2.4354 -4.4501 -1.8353 -1.87
C -1.6342 -4.9189 -0.6442 1.55
C -2.2098 -4.2405 0.7005 -0.59
C -1.7609 -4.7721 2.0003 0.73
C -2.0096 -6.2981 1.9662 -2.07
C -1.4005 -7.0545 0.8030 2.09
N -1.9440 -6.3645 -0.4527 0.08
O -1.5150 -7.0144 -1.6310 -0.56
C 0.0925 -7.3688 1.0608 -1.74
C -2.1687 -8.4160 0.9018 -2.20
C -0.1330 -4.5135 -0.8377 -1.31
H -3.4799 -4.5445 -1.5384 0.48
H -2.2984 -4.9863 -2.7743 0.42
H -2.2675 -3.3753 -1.9041 0.33
H -1.9389 -3.1950 0.5530 -0.49
H -3.2908 -4.3481 0.6115 0.62
H -2.4318 -4.4163 2.7822 0.22
H -0.7286 -4.5241 2.2470 -0.66
H -3.0143 -6.5486 2.3067 0.62
H -1.7081 -6.6626 2.9482 0.62
H 0.2901 -8.1771 1.7649 0.44
H 0.5599 -7.8649 0.2102 0.43
H 0.7276 -6.5664 1.4362 0.21
H -3.1899 -8.4294 0.5211 0.38
H -1.5895 -9.0919 0.2726 0.62
H -2.1303 -8.8995 1.8780 0.43
H 0.1339 -4.7091 -1.8763 0.46
H 0.4982 -5.1852 -0.2559 0.19
H 0.0996 -3.4572 -0.7022 0.16
H -1.8126 -7.9209 -1.5247 0.44
C 6.6364 0.1214 -4.2871 -1.57
C 5.0724 0.2654 -4.3034 1.11
C 4.5600 -0.4772 -5.5321 -1.06
C 4.2779 -1.9859 -5.3365 -1.02
C 3.3436 -2.2394 -4.0704 -1.05
C 4.0825 -1.7150 -2.7859 1.71
N 4.4021 -0.2765 -3.0046 0.73
O 4.9079 0.3358 -1.8985 -0.08
C 3.0644 -1.7513 -1.6271 -1.63
C 5.3574 -2.7003 -2.3822 -1.63
C 4.8008 1.8073 -4.5858 -1.42
H 6.8436 0.9890 -3.6606 0.41
H 7.1788 0.2295 -5.2263 0.35
H 6.8868 -0.8204 -3.7987 0.38
H 3.6418 -0.0469 -5.9319 0.34
H 5.2540 -0.5074 -6.3721 0.40
H 5.2312 -2.5122 -5.2885 0.38
H 3.9448 -2.4609 -6.2593 0.49
H 2.8868 -3.2257 -4.1521 0.58
H 2.5088 -1.5752 -4.2942 0.40
H 3.5415 -1.9756 -0.6731 -0.20
H 2.4425 -0.8619 -1.5260 0.11
H 2.3493 -2.5445 -1.8454 0.64
H 5.9974 -2.1627 -1.6825 0.45
H 5.1233 -3.7015 -2.0206 0.35
H 5.9354 -2.8561 -3.2931 0.41
H 3.7212 1.8572 -4.7271 0.13
H 5.2984 2.1224 -5.5030 0.43
H 5.0129 2.4759 -3.7515 0.42
H 4.1637 0.8900 -1.6522 -0.08
C -0.7168 0.6346 -0.6298 0.83
S -0.5726 1.3183 1.0424 0.40
O -2.0123 1.6820 1.3004 -0.42
C -0.0775 -0.1360 2.0370 1.03
H -0.8951 1.4948 -1.2751 -0.57
H -1.6913 0.1466 -0.6132 -0.21
H 0.2212 0.3818 -1.1241 -0.05
H 0.9462 -0.3926 1.7645 -0.71
H -0.7391 -0.9495 1.7394 -0.27
H -0.1955 0.1144 3.0913 0.01
C 2.5705 -3.1070 2.2452 2.11
C 3.3393 -3.0823 3.4866 0.46
O 4.3585 -4.0375 3.1551 -0.41
C 4.4945 -4.1639 1.8757 0.74
O 5.3918 -4.7397 1.2765 -0.62
O 3.3818 -3.7683 1.2579 -0.38
H 2.1810 -2.1378 1.9337 -1.08
H 1.6280 -3.6329 2.3974 -0.77
H 2.5892 -3.3955 4.2127 0.31
H 3.5788 -2.0224 3.5718 -0.29
C -6.3551 -0.6642 2.6269 -0.35
C -6.6634 -0.9985 1.2061 -0.45
O -5.4011 -1.4003 0.6242 -0.29
C -4.4276 -0.9311 1.4000 0.07
O -3.1979 -1.1440 1.2717 -0.05
O -5.0466 -0.2763 2.3629 -0.22
H -6.5934 -1.4842 3.3043 0.30
H -6.9801 0.1103 3.0715 0.30
H -6.9371 -0.1707 0.5520 0.30
H -7.3873 -1.8134 1.2103 0.33
C -2.6696 4.1563 4.0973 -0.49
C -1.4416 3.3439 4.0405 1.32
O -0.5719 4.3838 3.6235 -0.14
C -1.0684 5.5972 3.9604 0.58
O -0.4442 6.6825 4.0485 -0.65
O -2.2876 5.4608 4.2266 -0.32
H -3.0579 3.9179 5.0875 0.32
H -3.4081 3.9947 3.3121 0.30
H -1.4759 2.4804 3.3762 -0.55
H -1.1678 3.0040 5.0393 -0.51
```

Values from the calculation:
E = -122056.9144 eV
charge = +1
2S+1 = 2